Molecular formula: C4H13N3S
Method: DFT, wB97M-V/def2-TZVPD

Charge: -1
Multiplicity: 2
Energy above the lowest of the compared OMol25 structures with the same formula, charge and spin: 0.0 kcal/mol
E_HOMO (spin up / spin down): -1.2 / -3.4 eV
Max |F|: 0.55 eV/A
LUMO (spin up / spin down): 3.87 / 3.80 eV

```
21
Properties=species:S:1:pos:R:3:nbo_charge:R:1
C -2.42 -1.51 1.59 -0.438
N -1.00 1.77 1.04 -0.844
C -1.46 0.58 1.56 0.293
N -2.06 -0.29 0.87 -0.499
H -2.86 -2.21 0.88 0.189
H -3.17 -1.30 2.36 0.163
H -1.57 -1.97 2.09 0.194
H -0.46 1.74 0.17 0.433
H -0.52 2.34 1.72 0.357
H -1.27 0.47 2.63 0.114
H 1.48 -1.66 0.60 -0.311
C 0.85 0.02 -1.76 -0.241
C 2.26 -0.52 -1.60 -0.539
S 2.94 -0.35 0.10 -0.460
N 0.78 1.46 -1.39 -0.889
H 0.15 -0.52 -1.11 0.215
H 0.51 -0.13 -2.79 0.164
H 2.93 0.07 -2.23 0.179
H 2.33 -1.56 -1.93 0.193
H 1.07 2.04 -2.16 0.343
H 1.48 1.52 -0.64 0.385
```

=====

Molecular formula: C34H31IInN8O3PS2Te
Method: DFT, wB97M-V/def2-TZVPD

Charge: 0
Energy above the lowest of the compared OMol25 structures with the same formula, charge and spin: 10.5 kcal/mol
E_HOMO: -6.6 eV
Max |F|: 0.57 eV/A
LUMO: -0.88 eV

```
82
Properties=species:S:1:pos:R:3:lowdin_charge:R:1
In 0.01 0.27 -0.18 0.584
C -2.28 -3.89 -0.08 -0.023
C -1.25 -2.82 0.11 -0.267
N -1.14 -1.80 -0.67 -0.038
N -2.06 -1.66 -1.65 0.004
C -1.73 -0.78 -2.57 -0.850
N -2.67 -0.49 -3.50 0.098
S -0.21 0.02 -2.73 0.696
C -0.37 -2.87 1.30 -0.221
C -0.67 -3.72 2.37 -0.002
C 0.14 -3.71 3.49 -0.047
C 1.24 -2.87 3.51 -0.044
C 1.47 -2.07 2.41 -0.142
N 0.69 -2.06 1.34 0.072
H -2.74 -3.79 -1.05 0.067
H -3.07 -3.80 0.68 0.091
H -1.83 -4.88 0.02 0.086
H -3.61 -0.77 -3.27 0.088
H -2.56 0.39 -3.99 0.066
H -1.53 -4.37 2.32 0.107
H -0.08 -4.35 4.33 0.111
H 1.91 -2.82 4.37 0.108
H 2.33 -1.40 2.38 0.078
I 2.15 1.69 2.13 1.084
C 0.68 1.15 3.51 -0.618
C 1.02 1.39 4.81 -0.177
C 0.10 1.14 5.85 -0.083
C -1.14 0.68 5.53 -0.039
C -1.51 0.44 4.19 -0.165
C -2.83 -0.02 3.93 -0.040
C -3.22 -0.26 2.65 -0.053
C -2.31 -0.08 1.59 -0.133
C -1.02 0.35 1.77 -0.184
C -0.60 0.65 3.11 -0.233
H 2.00 1.78 5.05 0.080
H 0.38 1.33 6.88 0.104
H -1.88 0.50 6.31 0.112
H -3.50 -0.16 4.76 0.111
H -4.23 -0.58 2.43 0.109
H -2.69 -0.26 0.59 0.080
S 6.42 2.98 -3.82 1.019
N 5.09 3.75 -3.33 -0.212
C 4.32 2.86 -2.73 -0.297
C 3.02 3.12 -2.15 -0.072
C 2.39 4.36 -2.20 0.030
C 1.14 4.50 -1.65 -0.020
C 0.55 3.39 -1.05 -0.132
N 1.14 2.21 -0.99 -0.003
C 2.36 2.05 -1.53 -0.183
C 2.96 0.71 -1.48 -0.166
N 2.26 -0.26 -0.88 0.027
C 2.72 -1.50 -0.91 -0.099
C 3.93 -1.84 -1.50 -0.013
C 4.68 -0.85 -2.09 0.023
C 4.19 0.45 -2.09 -0.073
C 4.89 1.56 -2.71 -0.300
N 6.07 1.49 -3.29 -0.215
H 2.89 5.19 -2.68 0.124
H 0.59 5.43 -1.69 0.113
H -0.44 3.44 -0.62 0.064
H 2.10 -2.25 -0.43 0.101
H 4.26 -2.87 -1.50 0.114
H 5.64 -1.06 -2.56 0.123
C -2.27 3.87 1.83 -0.064
C -3.02 4.37 0.61 -0.297
O -3.72 3.29 -0.02 -0.283
P -3.02 2.45 -1.20 0.075
O -1.89 1.64 -0.63 -0.449
Te -2.54 3.80 -3.07 0.376
O -4.20 1.40 -1.49 -0.300
C -5.48 1.86 -1.94 -0.308
C -6.31 0.65 -2.28 -0.074
H -1.66 4.67 2.26 0.081
H -1.61 3.04 1.56 0.049
H -2.96 3.52 2.60 0.082
H -2.34 4.84 -0.12 0.065
H -3.77 5.11 0.87 0.117
H -5.34 2.50 -2.81 0.068
H -5.95 2.45 -1.15 0.114
H -5.88 0.10 -3.12 0.066
H -7.33 0.95 -2.56 0.077
H -6.38 -0.03 -1.43 0.078
```

=====

Molecular formula: C12H14Cl24NO
Method: DFT, wB97M-V/def2-TZVPD

Charge: -1
E_HOMO: -1.7 eV
Max |F|: 1.47 eV/A
LUMO: 1.26 eV

```
52
Properties=species:S:1:pos:R:3:nbo_charge:R:1
C -2.59 -0.48 0.30 -0.648
C -1.72 -1.76 0.56 -0.059
O -2.51 -2.89 0.86 -0.498
N -1.79 -3.86 1.67 -0.588
C -2.24 -3.63 3.04 -0.253
C -1.11 -3.66 4.14 -0.215
C -1.54 -2.68 5.28 -0.610
C 0.30 -3.35 3.61 -0.596
H -2.54 -0.13 -0.74 0.186
H -2.19 0.33 0.92 0.189
H -3.61 -0.72 0.63 0.220
H -1.07 -1.54 1.43 0.156
H -1.02 -1.96 -0.28 0.132
H -2.76 -2.64 3.08 0.153
H -3.02 -4.37 3.38 0.113
H -1.10 -4.67 4.60 0.170
H -2.50 -3.06 5.66 0.200
H -1.72 -1.68 4.86 0.196
H -0.74 -2.69 6.04 0.184
H 0.40 -2.34 3.20 0.196
H 0.68 -4.12 2.93 0.219
H 0.99 -3.37 4.50 0.165
C -0.14 -5.10 -1.73 -0.222
Cl -1.67 -4.22 -1.73 0.091
Cl 0.37 -5.34 -0.07 0.109
Cl -0.36 -6.67 -2.55 0.008
Cl 1.09 -4.17 -2.61 0.006
C 1.53 3.00 2.40 -0.223
Cl 0.81 2.94 0.78 0.071
Cl 1.71 1.37 3.04 0.082
Cl 3.14 3.77 2.32 0.039
Cl 0.49 3.95 3.47 0.052
C 2.43 6.13 -1.78 -0.221
Cl 3.74 7.31 -1.96 0.040
Cl 2.64 4.83 -2.96 0.056
Cl 2.45 5.45 -0.15 0.061
Cl 0.87 6.93 -2.06 0.046
C 3.71 0.48 -1.79 -0.220
Cl 3.25 1.61 -0.50 0.054
Cl 3.77 1.33 -3.35 0.033
Cl 5.32 -0.18 -1.43 0.042
Cl 2.54 -0.84 -1.90 0.081
C 1.77 -2.93 -6.73 -0.222
Cl 3.16 -3.47 -7.71 0.039
Cl 2.31 -1.69 -5.58 0.057
Cl 0.53 -2.24 -7.80 0.044
Cl 1.10 -4.30 -5.84 0.079
C -2.63 9.46 -2.29 -0.223
Cl -3.57 10.79 -1.58 0.051
Cl -0.97 10.01 -2.59 0.055
Cl -2.61 8.09 -1.17 0.064
Cl -3.38 8.96 -3.81 0.056
```

=====

Molecular formula: C16H19Br28N2O
Method: DFT, wB97M-V/def2-TZVPD

Charge: +1
E_HOMO: -11.3 eV
Max |F|: 3.17 eV/A
LUMO: -4.78 eV

```
66
Properties=species:S:1:pos:R:3:nbo_charge:R:1
C 7.65 -1.35 1.90 -0.632
C 6.17 -0.96 1.66 0.119
O 6.03 0.43 1.88 -0.723
C 5.28 -1.73 2.68 -0.478
C 3.91 -1.83 2.14 0.123
C 3.37 -3.01 1.58 0.010
N 2.20 -3.18 1.04 -0.114
N 1.42 -2.11 1.06 -0.286
C 1.82 -0.98 1.59 0.189
Br 0.56 0.44 1.59 0.206
C 3.06 -0.74 2.13 -0.236
H 8.04 -0.66 2.65 0.236
H 7.76 -2.38 2.23 0.211
H 8.22 -1.25 0.97 0.227
H 5.91 -1.23 0.64 0.172
H 6.01 0.89 1.03 0.489
H 5.70 -2.73 2.76 0.238
H 5.31 -1.17 3.61 0.266
H 4.01 -3.89 1.59 0.234
H 0.49 -2.20 0.66 0.454
H 3.35 0.21 2.56 0.286
C 0.92 3.58 -1.65 -0.498
Br 0.54 1.94 -2.58 0.100
Br -0.66 4.30 -0.80 0.098
Br 2.37 3.37 -0.39 0.072
H 1.24 4.30 -2.39 0.234
C 2.68 2.12 -6.28 -0.499
Br 3.82 1.24 -4.99 0.076
Br 1.19 1.02 -6.78 0.103
Br 2.12 3.86 -5.66 0.082
H 3.28 2.28 -7.17 0.233
C 4.05 -1.23 -9.21 -0.503
Br 4.17 0.68 -9.45 0.079
Br 4.66 -2.18 -10.77 0.108
Br 4.96 -1.81 -7.62 0.087
H 3.00 -1.47 -9.08 0.225
C -1.32 4.08 3.04 -0.508
Br -0.23 3.14 4.33 0.072
Br -2.84 3.02 2.48 0.079
Br -1.86 5.81 3.68 0.121
H -0.71 4.24 2.16 0.223
C -4.96 -0.46 2.01 -0.498
Br -4.86 0.02 3.88 0.103
Br -3.20 -0.55 1.21 0.058
Br -5.95 -2.08 1.73 0.118
H -5.49 0.34 1.51 0.229
C -6.72 -2.78 5.78 -0.502
Br -7.09 -4.39 4.81 0.077
Br -8.30 -2.05 6.59 0.105
Br -5.31 -3.03 7.07 0.090
H -6.36 -2.05 5.06 0.223
C -3.70 9.81 3.35 -0.499
Br -3.56 11.72 3.16 0.107
Br -3.09 8.89 1.77 0.086
Br -2.79 9.18 4.94 0.089
H -4.75 9.57 3.47 0.227
C -10.51 -5.87 3.09 -0.500
Br -10.19 -4.72 1.58 0.081
Br -11.65 -5.03 4.39 0.100
Br -11.20 -7.58 2.55 0.099
H -9.56 -6.04 3.57 0.220
C 0.29 -3.25 -8.02 -0.501
Br 1.49 -2.41 -6.77 0.085
Br -1.31 -2.20 -8.28 0.097
Br 1.17 -3.65 -9.68 0.104
H -0.02 -4.20 -7.59 0.227
```

=====

Molecular formula: H2S3
Method: DFT, wB97M-V/def2-TZVPD

Charge: 0
Multiplicity: 3
E_HOMO (spin up / spin down): -8.7 / -9.3 eV
Max |F|: 0.89 eV/A
LUMO (spin up / spin down): 0.46 / -2.58 eV

```
5
Properties=species:S:1:pos:R:3:nbo_charge:R:1
S 1.15 1.62 -0.78 0.050
S -0.77 -1.01 1.38 -0.193
S 1.00 -0.31 -0.94 -0.085
H -0.13 1.96 -0.69 0.115
H -1.25 -2.26 1.03 0.113
```

=====

Molecular formula: C3H4Cl2S
Method: DFT, wB97M-V/def2-TZVPD

Charge: 0
SMILES: S[C@H]1[C@@H](Cl)[C@H]1Cl
Energy above the lowest of the compared OMol25 structures with the same formula, charge and spin: 51.1 kcal/mol
E_HOMO: -8.9 eV
Max |F|: 4.92 eV/A
LUMO: 0.53 eV

```
10
Properties=species:S:1:pos:R:3:nbo_charge:R:1
S 2.11 -0.18 -0.96 -0.025
C 0.75 -0.12 0.31 -0.365
C -0.55 0.67 0.40 -0.247
Cl -0.83 1.87 -0.89 0.015
C -0.74 -0.80 0.25 -0.336
Cl -1.41 -1.22 -1.16 0.058
H 1.24 0.84 -1.81 0.174
H 1.22 -0.39 1.32 0.236
H -0.74 0.93 1.47 0.241
H -1.06 -1.60 1.07 0.249
```

=====

Molecular formula: C5H9NO
Method: DFT, wB97M-V/def2-TZVPD

Charge: 0
SMILES: C=CCCC(N)=O
Energy above the lowest of the compared OMol25 structures with the same formula, charge and spin: 49.2 kcal/mol
E_HOMO: -9.4 eV
Max |F|: 4.51 eV/A
LUMO: 0.74 eV

```
16
Properties=species:S:1:pos:R:3:nbo_charge:R:1
C -0.19 1.96 1.53 -0.408
C 0.66 0.91 1.27 -0.186
C 0.21 -0.55 1.15 -0.444
C -0.74 -0.70 -0.10 -0.485
C -0.28 -0.37 -1.58 0.665
N 0.67 -1.15 -2.20 -0.833
O -0.96 0.46 -2.29 -0.620
H 0.04 3.04 1.12 0.224
H -1.28 1.71 1.58 0.179
H 1.68 1.22 1.35 0.204
H 1.05 -1.23 0.97 0.207
H -0.37 -0.86 2.08 0.231
H -1.19 -1.67 -0.14 0.224
H -1.55 0.04 0.14 0.237
H 1.16 -1.92 -1.76 0.391
H 1.08 -0.88 -3.12 0.412
```

=====

no.,DFT total energy (eV)
1,-19662.65808
2,-105356.42710
3,-316742.01639
4,-1983107.08266
5,-32535.87225
6,-39053.16256
7,-8867.07906